# 1
Formula: C4H3NO2
Source: the OMol25 dataset
Level of theory: wB97M-V/def2-TZVPD

```
! RIJCOSX wB97M-V def2-TZVPD def2/J DEFGRID3
* xyz 0 1
O -2.19 0.94 -1.37
C -1.73 0.00 -0.83
C -0.11 -0.08 -0.59
N 0.06 -0.94 -1.44
O 2.05 -1.13 0.31
C 1.61 -0.16 0.92
C 0.39 0.52 0.55
H -2.23 -0.84 -0.34
H 2.18 0.29 1.76
H -0.03 1.39 1.03
*
```

Values from the calculation:
Gap between HOMO and LUMO (alpha / beta)   6.90 / 6.92 eV
Relative energy (zero: lowest compared OMol25 entry of this formula, charge and spin)   4.709 eV

Atomic partial charges in e from the natural (NBO) method, atoms 1 to 2:
1 O -0.404
2 C 0.495


# 2
Formula: C4H3NO2
Source: the OMol25 dataset
Level of theory: wB97M-V/def2-TZVPD

```
! RIJCOSX wB97M-V def2-TZVPD def2/J DEFGRID3
* xyz 0 1
O -2.29 -1.12 0.88
C -1.13 -0.87 0.80
C -0.89 2.11 0.37
N 0.05 1.57 -0.07
C 1.01 0.70 -0.57
C 0.76 -0.60 -0.66
O -0.42 -1.20 -0.34
H -0.52 -0.43 1.60
H 1.95 1.14 -0.91
H 1.47 -1.29 -1.10
*
```

Values from the calculation:
Gap between HOMO and LUMO   10.59 eV
Relative energy (zero: lowest compared OMol25 entry of this formula, charge and spin)   2.434 eV

Atomic partial charges in e from the natural (NBO) method, atoms 1 to 2:
1 O -0.507
2 C 0.644